(1)
CH3BrNO2 | ωB97M-V/def2-TZVPD

Each line ends with the Löwdin charge.
Geometry (Å):
O: 0.9264 1.3595 -0.4518  -0.24
H: 0.7854 -0.4029 -0.5337  0.05
H: -0.0882 -2.0090 -1.0432  0.08
H: 0.0052 -1.6299 0.8051  0.07
C: -0.1138 -1.1091 -0.2490  -0.45
N: -0.2014 1.7463 -0.0712  -0.28
Br: -0.1123 2.4722 1.9565  0.06
O: -1.2012 -0.4270 -0.4126  -0.28

Cartesian forces (eV/Å) of the 3 atoms listed first:
-5.692 2.296 2.028
-0.258 -1.154 0.668
0.528 1.306 1.114

Calculated values
* F_max: 6.75 eV Å⁻¹
* LUMO (spin up / spin down): 3.74 / 3.40 eV
* energy above the lowest of the compared OMol25 structures with the same formula, charge and spin: 2.916 eV
* net charge: -1

---

(2)
CH3BrO3 | ωB97M-V/def2-TZVPD

Each line ends with the Löwdin charge.
Geometry (Å):
O: -1.3631 -1.7141 -0.4397  -0.04
H: 2.2690 1.3189 0.1102  0.10
Br: 0.5748 2.7933 1.3098  0.60
O: 0.3499 0.4891 -0.2189  -0.07
H: -0.5816 -1.8147 -1.1761  0.24
C: 1.1280 1.2323 0.2801  -0.68
H: -1.9440 -0.9028 -0.4759  0.17
O: -0.4330 -1.4020 0.6105  -0.31

Cartesian forces (eV/Å) of the 3 atoms listed first:
1.492 -0.319 -2.778
-1.639 -0.592 0.407
-0.033 -0.181 0.140

Calculated values
* F_max: 3.90 eV Å⁻¹
* LUMO: 0.10 eV
* energy above the lowest of the compared OMol25 structures with the same formula, charge and spin: 5.400 eV
* net charge: 0

---

(3)
CH3BrO3 | ωB97M-V/def2-TZVPD

Each line ends with the Löwdin charge.
Geometry (Å):
H: 0.0798 -0.6330 0.9466  0.12
O: 0.0033 1.6965 -0.1591  -0.27
Br: 2.4036 0.3655 0.0038  0.80
C: 0.7872 -0.5004 0.0316  -0.71
O: 0.8565 -1.6819 -0.5579  -0.10
O: -1.2200 2.1131 -0.4188  -0.04
H: 1.3930 -1.7873 -1.3764  0.12
H: -1.3160 2.5362 0.4237  0.08

Cartesian forces (eV/Å) of the 3 atoms listed first:
1.763 0.817 -1.475
2.239 -1.443 -0.903
1.057 0.790 0.482

Calculated values
* F_max: 2.81 eV Å⁻¹
* LUMO (spin up / spin down): 0.48 / -0.35 eV
* energy above the lowest of the compared OMol25 structures with the same formula, charge and spin: 5.713 eV
* net charge: 0

---

(4)
CH3BrO3P | ωB97M-V/def2-TZVPD

Each line ends with the Löwdin charge.
Geometry (Å):
H: -1.1533 0.8126 0.7787  0.03
H: -1.8341 -0.5433 -0.1801  0.04
Br: 2.0421 0.8066 -0.5449  0.76
O: 0.5564 -1.8812 -0.9599  -0.43
P: 0.4556 -0.8546 0.1014  0.15
O: 1.1348 1.8615 0.3989  -0.97
C: -1.0301 0.1870 -0.0944  -0.22
O: 0.7990 -1.1698 1.4997  -0.39
H: -0.9705 0.7812 -0.9993  0.03

Cartesian forces (eV/Å) of the 3 atoms listed first:
-0.033 0.119 0.014
-0.132 -0.018 -0.023
0.970 -1.224 -1.083

Calculated values
* F_max: 2.64 eV Å⁻¹
* LUMO: 3.62 eV
* energy above the lowest of the compared OMol25 structures with the same formula, charge and spin: 1.926 eV
* net charge: -1

---

(5)
CH3BrO3P | ωB97M-V/def2-TZVPD

Each line ends with the Löwdin charge.
Geometry (Å):
H: 0.9583 1.3561 0.4694  0.02
O: -0.3546 -1.9863 0.0662  -0.48
P: -0.3678 -0.4151 -0.4827  0.28
H: 1.9817 0.5021 -0.6780  0.01
O: -1.1183 0.4212 0.7609  -0.84
H: 1.4819 -0.1690 0.7900  -0.01
C: 1.2220 0.4353 0.0174  -0.15
O: -0.9468 -0.1902 -1.8313  -0.39
Br: -2.8563 0.0459 0.8882  0.56

Cartesian forces (eV/Å) of the 3 atoms listed first:
-0.162 1.153 -0.040
0.240 5.410 -1.558
0.994 -4.994 1.693

Calculated values
* F_max: 7.05 eV Å⁻¹
* 2S+1: 3
* LUMO (spin up / spin down): 3.80 / 1.13 eV
* energy above the lowest of the compared OMol25 structures with the same formula, charge and spin: 1.171 eV
* net charge: -1

---

(6)
CH3BrO3S | ωB97M-V/def2-TZVPD

Each line ends with the Löwdin charge.
Geometry (Å):
O: 1.6100 -1.1374 0.3708  -0.47
H: -2.2505 1.6915 0.0530  0.06
S: 0.5699 -2.1421 0.5532  0.91
H: 2.3911 1.1118 -0.1765  -0.40
Br: 1.9574 2.3161 0.1246  0.42
C: -1.8066 0.7546 -0.0734  -0.08
O: 0.5923 -3.0838 -0.5474  -0.43
O: -1.2590 0.1130 0.8346  -0.09
H: -1.8046 0.3762 -1.1389  0.10

Cartesian forces (eV/Å) of the 3 atoms listed first:
-1.214 -0.514 1.007
-0.849 1.727 0.665
2.125 0.478 -2.030

Calculated values
* F_max: 4.19 eV Å⁻¹
* LUMO: -1.05 eV
* energy above the lowest of the compared OMol25 structures with the same formula, charge and spin: 0.576 eV
* net charge: 0

---

(7)
CH3BrOS | ωB97M-V/def2-TZVPD

Each line ends with the Löwdin charge.
Geometry (Å):
O: 2.6100 -0.3935 0.5742  -0.63
S: 1.9569 0.3357 -0.5769  0.46
H: -1.9002 -0.4804 -0.0744  0.01
H: -2.1052 1.2095 0.7607  -0.02
Br: 1.5217 -1.1557 -2.2254  0.17
H: -0.6123 0.1028 1.0487  -0.06
C: -1.4709 0.3816 0.4929  0.07

Cartesian forces (eV/Å) of the 3 atoms listed first:
-1.093 1.201 -1.859
0.911 -1.651 1.320
0.266 1.124 0.354

Calculated values
* F_max: 2.47 eV Å⁻¹
* LUMO (spin up / spin down): -1.80 / -0.81 eV
* energy above the lowest of the compared OMol25 structures with the same formula, charge and spin: 2.378 eV
* net charge: 0

---

(8)
CH3Cl2N3 | ωB97M-V/def2-TZVPD

Each line ends with the Löwdin charge.
Geometry (Å):
Cl: 2.4259 1.6732 0.1314  0.16
N: 0.6863 -1.1505 -0.3331  0.12
C: 0.1233 -0.0985 0.1745  -0.38
N: -2.3343 -0.6938 -0.2305  -0.53
H: 0.0657 1.7918 0.9015  0.07
N: 0.5256 1.0242 0.4504  -0.19
H: 0.1058 -1.9346 -0.5818  0.09
Cl: -3.2616 0.5183 0.1015  0.56
H: 1.6634 -1.1301 -0.6138  0.10

Cartesian forces (eV/Å) of the 3 atoms listed first:
0.158 -0.035 -0.026
0.370 -0.466 -0.363
-0.730 0.141 0.261

Calculated values
* F_max: 1.22 eV Å⁻¹
* LUMO (spin up / spin down): -1.34 / -1.10 eV
* energy above the lowest of the compared OMol25 structures with the same formula, charge and spin: 3.791 eV
* net charge: 0

---

(9)
CH3Cl2O2P | ωB97M-V/def2-TZVPD

Each line ends with the Löwdin charge.
Geometry (Å):
H: -1.4336 -1.1862 -0.2553  0.14
Cl: 0.0912 0.6193 -2.5732  0.38
H: 0.5019 -1.4047 -0.0064  0.07
P: 0.0692 0.9575 -0.6257  -0.24
H: 0.3531 -1.0627 2.1171  0.07
C: -0.3701 -0.6955 0.0004  -0.25
O: -0.4043 -0.5008 1.7416  -0.23
Cl: 1.9493 1.1860 -0.1478  0.42
O: -0.7567 2.0871 -0.2509  -0.37

Cartesian forces (eV/Å) of the 3 atoms listed first:
2.659 1.445 0.438
0.072 -0.245 -0.903
-1.120 0.618 -0.835

Calculated values
* F_max: 4.75 eV Å⁻¹
* LUMO: 0.25 eV
* energy above the lowest of the compared OMol25 structures with the same formula, charge and spin: 1.667 eV
* net charge: 0
* SMILES string: O=P(Cl)(Cl)CO

---

(10)
CH3Cl2O2P | ωB97M-V/def2-TZVPD

Each line ends with the Löwdin charge.
Geometry (Å):
Cl: 1.7337 -0.7856 1.3566  0.40
O: 0.9445 -0.2195 -1.4159  -0.27
Cl: -1.2950 0.1570 2.2974  0.37
O: -0.8168 -1.8068 0.2499  -0.42
H: -1.0215 1.0447 -0.8541  0.04
C: -0.1684 0.8885 -0.2831  -0.11
P: -0.1780 -0.5616 0.8133  -0.16
H: 0.3488 -0.4331 -2.2084  0.07
H: 0.4528 1.7164 0.0443  0.07

Cartesian forces (eV/Å) of the 3 atoms listed first:
-0.329 0.239 0.445
-2.938 2.314 0.513
0.098 0.216 0.839

Calculated values
* F_max: 5.52 eV Å⁻¹
* LUMO: -0.43 eV
* energy above the lowest of the compared OMol25 structures with the same formula, charge and spin: 2.333 eV
* net charge: 0